The following is a DFT calculation (ωB97M-V with the def2-TZVPD basis set) of 2 unconnected molecules or ions with the total composition C3H3ClF2OS.

Results
Molecular weight   160.57 g mol⁻¹
Frontier orbital gap (alpha / beta)   8.91 / 6.43 eV
ΔE to the lowest compared entry with this formula, charge and spin   254.6 kJ/mol
Total charge   0
HOMO level (alpha / beta)   -9.50 / -8.13 eV

Each line ends with the natural charge from an NBO analysis.
CARTESIAN COORDINATES (ANGSTROEM)
1 C 0.529 1.888 -2.064  0.51
2 C -0.505 0.261 0.269  -0.42
3 C 0.189 -0.906 -0.291  0.48
4 O 0.690 1.516 -3.181  -0.48
5 F 1.460 -0.443 -0.496  -0.36
6 F 0.322 -1.845 0.723  -0.35
7 S 0.283 1.202 1.480  0.17
8 Cl 1.417 3.232 -1.182  -0.07
9 H -1.562 0.388 0.086  0.23
10 H -0.150 -1.278 -1.212  0.16
11 H 1.460 0.790 1.244  0.13

The following is a DFT calculation (ωB97M-V with the def2-TZVPD basis set) of 2 unconnected molecules or ions with the total composition C4H10N2.

Results
Molecular weight   86.14 g mol⁻¹
Frontier orbital gap   10.24 eV
ΔE to the lowest compared entry with this formula, charge and spin   153.4 kJ/mol
Total charge   0
HOMO level   -9.25 eV

Each line ends with the natural charge from an NBO analysis.
CARTESIAN COORDINATES (ANGSTROEM)
1 C -4.336 0.528 -0.368  -0.65
2 C -2.876 0.282 -0.626  -0.17
3 C -2.037 -0.131 0.310  -0.40
4 H -4.855 -0.432 -0.420  0.22
5 H -4.809 1.184 -1.095  0.22
6 H -4.479 0.850 0.663  0.21
7 H -2.562 0.226 -1.657  0.19
8 H -1.043 -0.530 0.198  0.20
9 H -2.351 -0.065 1.344  0.18
10 N 3.993 -0.009 0.955  -0.81
11 C 2.825 0.020 0.242  0.29
12 N 2.625 -0.803 -0.718  -0.74
13 H 4.626 -0.717 0.611  0.40
14 H 3.933 0.184 1.939  0.38
15 H 2.077 0.714 0.648  0.14
16 H 1.998 -0.352 -1.384  0.34

The following is a DFT calculation (ωB97M-V with the def2-TZVPD basis set) of C7H8O in the gas phase.

Results
Molecular weight   108.14 g mol⁻¹
Frontier orbital gap   9.26 eV
ΔE to the lowest compared entry with this formula, charge and spin   431.1 kJ/mol
Total charge   0
HOMO level   -8.37 eV

Each line ends with the natural charge from an NBO analysis.
CARTESIAN COORDINATES (ANGSTROEM)
1 C -0.739 0.319 -1.358  0.16
2 C -0.351 -0.799 -0.404  -0.35
3 C 0.844 -1.332 0.270  -0.16
4 C 1.099 -0.727 1.484  -0.23
5 C 0.161 0.212 2.094  -0.24
6 C -0.568 1.012 1.238  -0.17
7 C -0.175 0.670 -0.106  -0.29
8 H -0.141 -0.155 -3.234  0.48
9 H -1.834 0.479 -1.357  0.18
10 H -1.315 -1.324 -0.190  0.23
11 H 1.510 -2.087 -0.108  0.21
12 H 1.930 -0.986 2.127  0.21
13 H 0.069 0.094 3.171  0.22
14 H -1.332 1.763 1.525  0.22
15 H 0.782 1.013 -0.311  0.24
16 O -0.161 0.633 -2.617  -0.72

The following is a DFT calculation (ωB97M-V with the def2-TZVPD basis set) of 2 unconnected molecules or ions with the total composition C8H14N2O3P.

Results
Molecular weight   217.19 g mol⁻¹
Frontier orbital gap   8.93 eV
Total charge   +1
HOMO level   -12.61 eV

Each line ends with the natural charge from an NBO analysis.
CARTESIAN COORDINATES (ANGSTROEM)
1 N 4.616 -0.626 1.358  -0.86
2 C 4.439 -0.326 -0.055  -0.22
3 C 3.215 0.559 -0.224  -0.78
4 P 1.851 -0.074 0.729  1.47
5 O 1.596 -1.608 0.506  -0.93
6 H 5.446 -1.186 1.499  0.40
7 H 4.749 0.219 1.901  0.37
8 H 5.286 0.151 -0.551  0.22
9 H 4.259 -1.266 -0.578  0.20
10 H 2.909 0.565 -1.272  0.29
11 H 3.381 1.601 0.056  0.28
12 H 1.953 0.213 2.088  0.01
13 H 0.685 0.548 0.297  0.02
14 H 2.406 -2.139 0.585  0.54
15 C -2.150 -1.192 -0.808  -0.20
16 C -3.028 -0.763 -1.794  -0.20
17 C -3.901 0.283 -1.539  -0.20
18 C -3.878 0.882 -0.295  0.10
19 C -3.020 0.467 0.704  -0.22
20 C -2.151 -0.579 0.440  -0.24
21 N -4.792 2.008 -0.023  0.52
22 O -5.545 2.339 -0.909  -0.35
23 O -4.716 2.532 1.067  -0.37
24 H -1.472 -2.012 -1.009  0.22
25 H -3.036 -1.244 -2.762  0.23
26 H -4.590 0.624 -2.298  0.26
27 H -3.032 0.949 1.671  0.25
28 H -1.478 -0.925 1.216  0.21

The following is a DFT calculation (ωB97M-V with the def2-TZVPD basis set) of FHN2O in the gas phase.

Results
Molecular weight   64.02 g mol⁻¹
Frontier orbital gap   11.27 eV
ΔE to the lowest compared entry with this formula, charge and spin   322.0 kJ/mol
Total charge   0
HOMO level   -10.88 eV

Each line ends with the natural charge from an NBO analysis.
CARTESIAN COORDINATES (ANGSTROEM)
1 N -0.111 -0.375 0.047  0.12
2 N -0.847 0.657 0.094  0.13
3 O 1.174 -0.485 0.029  -0.52
4 F -2.147 0.137 0.008  -0.23
5 H 1.931 0.064 -0.178  0.50

The following is a DFT calculation (ωB97M-V with the def2-TZVPD basis set) of 2 unconnected molecules or ions with the total composition Cl2H2OSi.

Results
Molecular weight   117.01 g mol⁻¹
Frontier orbital gap   10.81 eV
ΔE to the lowest compared entry with this formula, charge and spin   328.8 kJ/mol
Total charge   0
HOMO level   -11.17 eV

Each line ends with the natural charge from an NBO analysis.
CARTESIAN COORDINATES (ANGSTROEM)
1 O 0.032 -0.375 -0.625  -1.18
2 Si 0.785 0.564 0.330  1.76
3 Cl 0.853 -2.401 1.561  -0.37
4 Cl 2.516 1.613 0.023  -0.39
5 H 0.652 -2.355 0.013  0.38
6 H 0.609 1.054 1.644  -0.21

The following is a DFT calculation (ωB97M-V with the def2-TZVPD basis set) of a molecular structure, C30H21Br2N4O6Rh.

Results
Molecular weight   796.23 g mol⁻¹
Expectation value of S²   6.10
Frontier orbital gap (alpha / beta)   6.37 / 6.26 eV
Total charge   0
Spin multiplicity   5
HOMO level (alpha / beta)   -6.98 / -8.55 eV

Each line ends with the Mulliken spin population.
CARTESIAN COORDINATES (ANGSTROEM)
1 Rh 0.322 0.026 -1.667  1.55
2 C 2.364 7.410 -0.852  0.00
3 O 1.422 6.368 -1.064  0.00
4 C 1.874 5.107 -1.183  -0.01
5 C 3.238 4.762 -1.102  0.02
6 C 3.589 3.449 -1.255  -0.01
7 C 2.647 2.419 -1.478  0.00
8 C 3.097 1.080 -1.741  -0.02
9 C 4.550 0.694 -1.773  0.00
10 O 2.327 0.121 -1.973  0.01
11 C 1.266 2.790 -1.533  0.00
12 O 0.272 1.960 -1.723  0.11
13 C 0.917 4.136 -1.393  0.04
14 H 1.783 8.325 -0.792  0.00
15 H 3.067 7.478 -1.685  0.00
16 H 2.909 7.264 0.083  0.00
17 H 4.001 5.506 -0.932  0.00
18 H 4.638 3.202 -1.196  0.00
19 H 5.242 1.515 -1.918  0.00
20 H 4.684 -0.042 -2.563  0.00
21 H 4.783 0.200 -0.827  0.00
22 H -0.127 4.407 -1.446  0.00
23 Br -1.108 -6.621 6.125  0.01
24 C -1.693 -4.876 5.692  0.15
25 C -1.443 -3.835 6.578  -0.08
26 C -1.867 -2.561 6.259  0.15
27 C -2.535 -2.314 5.051  -0.04
28 C -2.792 -3.382 4.178  0.15
29 C -2.367 -4.658 4.499  -0.09
30 N -2.871 -0.998 4.784  0.60
31 N -3.511 -0.755 3.678  0.63
32 C -2.964 -0.469 2.495  0.00
33 C -3.849 -0.325 1.406  0.21
34 C -3.411 -0.181 0.105  -0.10
35 C -2.052 -0.153 -0.199  0.22
36 O -1.635 -0.085 -1.442  0.12
37 C -1.121 -0.191 0.894  0.05
38 N 0.192 -0.068 0.573  0.17
39 C 1.106 -0.053 1.514  -0.05
40 C 0.775 -0.138 2.868  0.07
41 C -0.546 -0.274 3.222  -0.03
42 C -1.544 -0.324 2.233  0.03
43 H -0.925 -4.025 7.507  0.00
44 H -1.688 -1.731 6.930  0.00
45 H -3.325 -3.205 3.255  0.01
46 H -2.558 -5.483 3.827  0.00
47 H -4.907 -0.370 1.625  0.00
48 H -4.116 -0.109 -0.712  0.00
49 H 2.136 0.037 1.190  0.00
50 H 1.552 -0.101 3.617  0.01
51 H -0.825 -0.331 4.263  -0.02
52 Br -1.869 -4.226 -7.413  0.00
53 C -1.272 -2.939 -6.166  0.00
54 C -1.250 -1.599 -6.524  0.00
55 N -0.834 -0.650 -5.695  0.00
56 C -0.434 -1.024 -4.485  0.09
57 C -0.422 -2.333 -4.028  0.03
58 C -0.857 -3.319 -4.908  0.00
59 C 0.030 -2.790 -2.658  0.00
60 O 0.013 -3.971 -2.398  0.02
61 O 0.471 -1.907 -1.787  0.11
62 H -1.578 -1.287 -7.509  0.00
63 H -0.111 -0.202 -3.846  -0.12
64 H -0.858 -4.351 -4.585  0.00

The following is a DFT calculation (ωB97M-V with the def2-TZVPD basis set) of C4H15NOSi2 in the gas phase.

Results
Molecular weight   149.34 g mol⁻¹
Frontier orbital gap   9.61 eV
ΔE to the lowest compared entry with this formula, charge and spin   0.0 kJ/mol
Total charge   0
HOMO level   -8.81 eV

Each line ends with the natural charge from an NBO analysis.
CARTESIAN COORDINATES (ANGSTROEM)
1 C -2.551 -0.728 1.191  -0.40
2 C 2.303 1.700 0.163  -1.13
3 C 0.987 -0.825 1.538  -1.12
4 C 1.677 -0.672 -1.600  -1.17
5 N -2.956 0.326 0.258  -1.11
6 O -0.383 0.763 0.049  -1.29
7 Si -1.764 1.291 -0.486  1.66
8 Si 1.155 0.161 -0.049  1.91
9 H -3.387 -1.482 1.333  0.21
10 H -1.790 -1.355 0.753  0.18
11 H -2.037 -0.344 2.134  0.19
12 H 1.628 2.536 0.134  0.24
13 H 2.930 1.814 1.099  0.25
14 H 2.929 1.764 -0.790  0.23
15 H 0.096 -1.486 1.352  0.23
16 H 1.879 -1.425 1.699  0.22
17 H 0.719 -0.286 2.397  0.24
18 H 1.435 -1.727 -1.554  0.25
19 H 1.155 -0.165 -2.443  0.26
20 H 2.790 -0.666 -1.570  0.25
21 H -3.878 0.505 -0.003  0.39
22 H -1.917 2.810 -0.103  -0.23
23 H -1.776 1.028 -2.023  -0.25

The following is a DFT calculation (ωB97M-V with the def2-TZVPD basis set) of a molecular structure, C23H32InN6O5S4.

Results
Molecular weight   715.63 g mol⁻¹
Frontier orbital gap   7.03 eV
ΔE to the lowest compared entry with this formula, charge and spin   35.7 kJ/mol
Total charge   -1
HOMO level   -4.80 eV

Each line ends with the Löwdin charge.
CARTESIAN COORDINATES (ANGSTROEM)
1 In 1.278 -0.112 0.046  0.54
2 C 2.939 1.236 -2.989  -0.20
3 C 3.639 1.375 -1.636  -0.19
4 N 3.494 0.191 -0.792  -0.13
5 C 4.045 -1.060 -1.302  -0.20
6 C 3.049 -1.858 -2.166  -0.19
7 N 1.652 -1.693 -1.759  -0.15
8 C 0.748 -1.529 -2.898  -0.18
9 C 1.067 -0.258 -3.710  -0.20
10 N 1.556 0.820 -2.875  -0.10
11 H 3.041 2.197 -3.510  0.12
12 H 3.478 0.506 -3.597  0.10
13 H 4.700 1.592 -1.825  0.12
14 H 3.212 2.210 -1.077  0.11
15 H 3.852 0.398 0.135  0.09
16 H 4.958 -0.883 -1.886  0.12
17 H 4.325 -1.665 -0.442  0.07
18 H 3.142 -1.547 -3.205  0.10
19 H 3.321 -2.916 -2.130  0.10
20 H 1.353 -2.529 -1.244  -0.04
21 H 0.794 -2.403 -3.561  0.13
22 H -0.262 -1.486 -2.491  0.10
23 H 1.797 -0.484 -4.494  0.11
24 H 0.154 0.045 -4.231  0.12
25 H 0.924 1.600 -2.789  0.05
26 O 1.527 1.061 3.525  0.03
27 C 1.565 1.606 2.422  -0.61
28 O 2.325 1.246 1.445  -0.15
29 C 0.686 2.799 2.145  -0.14
30 C 0.573 3.739 3.165  -0.03
31 C -0.146 4.910 3.002  -0.10
32 C -0.790 5.135 1.793  -0.11
33 C -0.710 4.197 0.780  -0.14
34 C 0.030 3.018 0.924  -0.53
35 S -0.047 1.938 -0.477  0.74
36 H 1.069 3.521 4.102  0.11
37 H -0.209 5.632 3.806  0.09
38 H -1.365 6.039 1.638  0.09
39 H -1.234 4.366 -0.153  0.09
40 C -6.466 1.236 -1.330  -0.06
41 C -5.209 0.630 -0.768  -0.28
42 C -4.048 0.550 -1.527  -0.03
43 C -2.890 -0.008 -1.005  -0.07
44 C -2.888 -0.494 0.289  -0.25
45 C -4.042 -0.436 1.059  -0.04
46 C -5.189 0.129 0.532  -0.04
47 S -1.432 -1.214 0.998  0.49
48 O -1.903 -2.332 1.783  -0.30
49 O -0.730 -0.183 1.764  -0.34
50 O -0.563 -1.581 -0.149  -0.39
51 H -6.339 1.504 -2.378  0.07
52 H -6.743 2.138 -0.783  0.08
53 H -7.302 0.538 -1.257  0.08
54 H -4.046 0.931 -2.541  0.11
55 H -1.989 -0.060 -1.598  0.08
56 H -4.032 -0.839 2.062  0.12
57 H -6.087 0.177 1.136  0.11
58 C -0.063 -1.938 4.447  -0.05
59 N 1.027 -1.680 3.530  -0.02
60 C 1.290 -2.431 2.479  -0.80
61 N 0.621 -3.547 2.214  0.14
62 S 2.547 -1.935 1.392  0.76
63 H 0.072 -1.302 5.318  0.09
64 H -0.039 -2.982 4.766  0.09
65 H -1.027 -1.722 3.985  0.07
66 H 1.454 -0.746 3.542  0.08
67 H -0.333 -3.626 2.536  0.09
68 H 0.847 -3.986 1.314  -0.02
69 S 1.371 -4.749 -0.849  0.48
70 C -0.169 -5.301 -1.200  -0.94
71 N -1.233 -5.696 -1.448  -0.02

Question: The lowest molecular weight belongs to which entry?
Answer: FHN2O

Repeat the fifth record exactly.
The following is a DFT calculation (ωB97M-V with the def2-TZVPD basis set) of FHN2O in the gas phase.

Results
Molecular weight   64.02 g mol⁻¹
Frontier orbital gap   11.27 eV
ΔE to the lowest compared entry with this formula, charge and spin   322.0 kJ/mol
Total charge   0
HOMO level   -10.88 eV

Each line ends with the natural charge from an NBO analysis.
CARTESIAN COORDINATES (ANGSTROEM)
1 N -0.111 -0.375 0.047  0.12
2 N -0.847 0.657 0.094  0.13
3 O 1.174 -0.485 0.029  -0.52
4 F -2.147 0.137 0.008  -0.23
5 H 1.931 0.064 -0.178  0.50